C30H43Cl3GdN5O3Si | ωB97M-V/def2-TZVPD

Each line ends with the Löwdin charge.
Element x y z (Å)
C (3.3143, -0.3828, -2.9915)  -0.035
C (2.7377, -1.7412, -2.7676)  -0.236
H (4.3938, -0.4126, -3.1551)  0.065
H (3.1046, 0.2712, -2.1329)  0.063
H (2.8513, 0.0882, -3.8711)  0.097
C (3.4236, -2.8982, -2.8358)  -0.115
C (4.8722, -3.0153, -3.1673)  -0.103
H (2.9155, -3.8451, -2.6520)  0.102
H (5.3909, -2.0545, -3.2480)  0.058
H (5.0173, -3.5458, -4.1180)  0.076
H (5.3901, -3.6120, -2.4044)  0.069
Gd (0.2517, 0.4226, 0.0767)  1.078
Cl (-1.0949, 0.8865, -2.0872)  -0.136
Cl (2.0525, 2.2876, 0.1553)  -0.072
C (-2.1826, -1.8832, -0.3892)  -0.295
O (-1.5362, -1.2771, 0.4994)  -0.164
N (-2.8675, -3.0151, -0.1863)  -0.169
C (-2.9881, -3.6398, 1.1284)  -0.025
C (-3.5708, -3.6858, -1.2712)  -0.041
H (-2.2277, -1.5059, -1.4282)  0.101
H (-2.4481, -3.0531, 1.8774)  0.087
H (-2.5818, -4.6608, 1.0820)  0.093
H (-4.0536, -3.7160, 1.3895)  0.093
H (-3.3502, -3.1827, -2.2193)  0.096
H (-4.6552, -3.6678, -1.0905)  0.093
H (-3.2495, -4.7330, -1.3434)  0.084
H (3.8448, -0.9193, -0.0589)  0.092
H (3.4866, -3.5272, 0.2128)  0.090
C (3.7093, -0.8453, 1.0321)  -0.028
C (3.4313, -3.2978, 1.2886)  -0.037
N (2.8932, -1.9630, 1.4927)  -0.166
H (3.2334, 0.1130, 1.2696)  0.032
C (1.6607, -1.7954, 1.9929)  -0.272
O (1.0515, -0.6944, 1.9943)  -0.183
H (2.7735, -4.0208, 1.7816)  0.089
H (1.2041, -2.7080, 2.4274)  0.153
H (4.6956, -0.9127, 1.5142)  0.100
H (4.4394, -3.3513, 1.7180)  0.094
O (1.2681, -1.1810, -1.0606)  -0.399
C (1.2893, -1.7237, -2.3220)  -0.429
C (0.4965, -3.9934, -1.3814)  -0.039
C (0.5142, -3.0501, -2.4103)  -0.171
H (1.0292, -3.7863, -0.4466)  0.104
C (-0.1827, -5.2072, -1.5625)  -0.095
H (0.7766, -1.0177, -2.9977)  0.098
C (-0.1524, -3.3286, -3.6051)  -0.029
H (-0.2004, -5.9472, -0.7571)  0.100
C (-0.8293, -5.4866, -2.7695)  -0.120
C (-0.8103, -4.5408, -3.7939)  -0.091
H (-0.1123, -2.5816, -4.3993)  0.123
H (-1.3555, -6.4348, -2.9131)  0.101
H (-1.3084, -4.7398, -4.7429)  0.103
Si (3.9009, 6.0523, 0.2789)  0.105
Cl (5.2481, 4.9054, -0.8394)  0.275
C (4.1089, 5.4336, 2.0310)  -0.226
C (2.2999, 5.6626, -0.5880)  -0.256
C (4.2113, 7.9200, 0.2349)  -0.214
H (4.0375, 4.3365, 2.0511)  0.019
H (3.3350, 5.8451, 2.6938)  0.032
H (5.0933, 5.7288, 2.4253)  0.032
H (5.1754, 8.1756, 0.7004)  0.027
H (3.4129, 8.4374, 0.7940)  0.033
H (4.1997, 8.2934, -0.8000)  0.028
H (2.1816, 4.5664, -0.6125)  -0.083
H (2.3134, 6.0228, -1.6290)  0.037
H (1.4258, 6.0825, -0.0723)  0.029
N (-9.8041, 2.4709, 4.5885)  0.156
C (-8.7128, 2.4637, 4.1662)  -0.178
C (-7.3782, 2.4709, 3.6412)  -0.236
C (-6.5358, 1.3690, 3.8543)  -0.009
C (-5.2365, 1.3724, 3.3370)  0.005
C (-4.7866, 2.4940, 2.6286)  -0.173
C (-5.6113, 3.6060, 2.4226)  0.010
C (-6.9171, 3.5802, 2.9209)  -0.007
N (-3.4809, 2.4948, 2.0947)  -0.016
C (-2.8030, 3.5962, 1.5612)  -0.023
C (-1.6038, 3.1292, 1.1053)  -0.113
N (-1.5186, 1.7618, 1.3439)  -0.051
C (-2.6597, 1.4053, 1.9489)  -0.092
H (-6.8887, 0.5049, 4.4218)  0.126
H (-4.5721, 0.5185, 3.4959)  0.110
H (-5.2535, 4.4683, 1.8616)  0.109
H (-7.5782, 4.4267, 2.7492)  0.126
H (-3.2063, 4.5921, 1.5599)  0.112
H (-0.7928, 3.6486, 0.6080)  0.097
H (-2.9429, 0.4067, 2.2724)  0.127

Results
DFT total energy, hartree: -4104.45255
Frontier orbital gap (spin up / spin down), eV: 7.73 / 7.78
Energy relative to the best compared isomer or geometry (same formula, charge and spin), kcal/mol: 0.0
LUMO (spin up / spin down), eV: -0.54 / -0.52
Maximum force, eV/Å: 2.5
Spin multiplicity: 8

C30H43CsGeN7O5 | ωB97M-V/def2-TZVPD

Each line ends with the Löwdin charge.
Element x y z (Å)
Cs (0.4616, -0.2662, 0.1941)  1.488
C (3.9326, 1.8426, -0.6520)  -0.043
C (3.4331, 0.8117, -1.6647)  -0.737
C (4.6286, 0.2777, -2.4637)  -0.071
C (2.4480, 1.4777, -2.6385)  -0.035
O (2.7935, -0.2102, -0.9276)  -0.593
Ge (2.5288, -2.0287, -1.4723)  0.913
O (1.7573, -2.5810, 0.1826)  -0.551
C (2.3800, -3.2506, 1.2617)  -0.728
C (3.4710, -4.2146, 0.7875)  -0.069
C (1.2869, -4.0391, 1.9765)  -0.035
C (2.9938, -2.2408, 2.2444)  -0.043
O (0.8120, -1.6529, -2.1911)  -0.506
C (0.0207, -2.5252, -2.9762)  -0.734
C (0.8715, -3.5239, -3.7684)  -0.078
C (-0.7643, -1.6568, -3.9545)  -0.040
C (-0.9433, -3.2982, -2.0727)  -0.037
H (4.4184, 2.6877, -1.1538)  0.083
H (4.6505, 1.3731, 0.0289)  0.086
H (3.0898, 2.2206, -0.0588)  0.073
H (5.1880, 1.1008, -2.9213)  0.082
H (4.2938, -0.3973, -3.2558)  0.066
H (5.2984, -0.2835, -1.8044)  0.083
H (2.9795, 2.2040, -3.2616)  0.084
H (1.6421, 1.9952, -2.1034)  0.078
H (2.0018, 0.7110, -3.2782)  0.079
H (3.0858, -4.8523, -0.0136)  0.082
H (3.8149, -4.8474, 1.6120)  0.082
H (4.3276, -3.6616, 0.3938)  0.069
H (0.8672, -4.7938, 1.3081)  0.088
H (0.4870, -3.3497, 2.2640)  0.055
H (1.6754, -4.5328, 2.8751)  0.086
H (3.6802, -1.5806, 1.7009)  0.089
H (3.5423, -2.7618, 3.0376)  0.085
H (2.2151, -1.6186, 2.6971)  0.053
H (1.6319, -2.9946, -4.3512)  0.079
H (0.2442, -4.1060, -4.4509)  0.083
H (1.3855, -4.2168, -3.0944)  0.066
H (-0.0699, -1.1194, -4.6077)  0.083
H (-1.3561, -0.9205, -3.4021)  0.082
H (-1.4380, -2.2617, -4.5724)  0.084
H (-0.3735, -3.8199, -1.2975)  0.076
H (-1.5185, -4.0324, -2.6466)  0.084
H (-1.6428, -2.6131, -1.5826)  0.082
C (9.7164, 4.1122, 2.6021)  -0.067
O (8.4082, 4.0860, 2.0422)  -0.061
C (7.3854, 4.3934, 2.8530)  -0.283
C (7.5233, 4.6487, 4.2155)  -0.010
C (6.4044, 4.9696, 4.9676)  -0.014
C (5.1424, 4.9917, 4.3889)  -0.291
C (5.0167, 4.7614, 3.0066)  -0.015
C (6.1242, 4.4670, 2.2487)  0.024
N (4.0635, 5.3716, 5.2183)  0.098
N (2.8996, 5.0105, 4.9286)  0.078
C (2.5548, 3.8979, 4.2436)  -0.217
C (3.3182, 2.6856, 4.3156)  -0.008
C (2.9108, 1.5657, 3.6841)  0.047
C (1.6906, 1.5357, 2.8734)  -0.336
O (1.2704, 0.5002, 2.3849)  -0.279
C (0.9596, 2.8274, 2.7088)  -0.145
N (-0.0251, 2.8640, 1.8041)  0.141
C (-0.7645, 3.9563, 1.7280)  -0.104
C (-0.5753, 5.0655, 2.5605)  -0.035
C (0.4860, 5.0606, 3.4315)  0.003
C (1.3087, 3.9269, 3.4935)  -0.094
H (10.4009, 3.9176, 1.7840)  0.094
H (9.8364, 3.3392, 3.3635)  0.097
H (9.9397, 5.0886, 3.0360)  0.097
H (8.4933, 4.6098, 4.6937)  0.104
H (6.4984, 5.1857, 6.0259)  0.118
H (4.0474, 4.8470, 2.5282)  0.123
H (6.0429, 4.2931, 1.1807)  0.126
H (4.2179, 2.6774, 4.9190)  0.124
H (3.4608, 0.6340, 3.7767)  0.123
H (-1.5423, 3.9625, 0.9688)  0.116
H (-1.2421, 5.9170, 2.4958)  0.109
H (0.7039, 5.9078, 4.0688)  0.115
N (-0.7793, -2.3651, 4.5467)  0.190
C (-1.0825, -1.1990, 5.1478)  -0.514
N (-0.9942, -1.1585, 6.5046)  0.154
N (-1.4656, -0.1249, 4.5176)  0.109
C (-1.6427, -0.1994, 3.1986)  -0.376
N (-1.7801, -0.1859, 2.0445)  0.034
H (-0.5903, -3.1999, 5.0669)  0.112
H (-0.8700, -2.4337, 3.5456)  0.084
H (-0.3780, -1.7986, 6.9709)  0.100
H (-1.0699, -0.2397, 6.9050)  0.106

Results
DFT total energy, hartree: -4025.49713
Frontier orbital gap (spin up / spin down), eV: 5.59 / 4.37
Energy relative to the best compared isomer or geometry (same formula, charge and spin), kcal/mol: 37.2
LUMO (spin up / spin down), eV: -0.92 / -2.14
Maximum force, eV/Å: 3.1
Spin multiplicity: 2

> Which formula does entry 2 have?

C30H43CsGeN7O5

> The highest maximum force belongs to which entry?

C30H43CsGeN7O5

> Among the records above, which one has the lowest spin multiplicity?

C30H43CsGeN7O5